DFT (the ωB97M-V functional and the def2-TZVPD basis) results for C8H19CrNO4S3 as an isolated structure in a non-equilibrium geometry.

Computed properties:
- Gap between HOMO and LUMO (spin up / spin down): 8.417 / 9.920 eV
- Net charge: +1
- HOMO energy (spin up / spin down): -13.0 / -13.4 eV
- Spin multiplicity: 4

Geometry (Å):
H: 1.8667 -3.0571 0.4259
O: 1.2801 -0.0097 1.2897
H: -0.6495 2.4598 -2.7509
C: 0.2556 2.4627 -2.1167
H: -0.3694 -2.5081 -2.8692
H: 1.0807 -3.3204 -2.2389
H: -2.9544 0.8400 -2.1058
S: 0.0660 -0.0276 2.4216
O: 0.1118 -1.2340 3.1050
H: 0.4775 -3.3765 1.5223
C: 0.9028 3.3720 0.4785
Cr: 0.0025 0.0018 -0.1614
H: -2.8647 -1.0419 -2.0435
H: 0.7670 3.4222 -2.2714
N: 0.4746 0.0291 -2.1416
H: 0.8550 4.4113 0.1026
S: -0.3019 -2.3755 -0.5083
O: -1.1936 -0.0319 1.3806
C: -3.0124 -0.0868 -1.5036
H: 1.4246 1.3609 -3.5689
H: -3.4194 -0.9814 0.3823
S: -0.3496 2.3896 -0.4070
C: 0.4657 -2.4144 -2.1493
H: 2.1975 -1.1354 -1.8360
H: 1.6144 -1.1969 -3.5251
O: 0.0912 1.1704 3.1188
C: 1.1737 1.3053 -2.4918
C: -3.2931 -0.0581 -0.2083
C: 1.2987 -1.1770 -2.4651
H: 0.6313 3.3619 1.5474
H: 1.9181 2.9632 0.3549
C: 0.8252 -3.4109 0.4768
H: 2.1089 1.3399 -1.9180
H: 0.7525 -4.4503 0.1036
H: -0.3587 -0.0165 -2.7488
H: -3.5068 0.8884 0.3197

DFT (the ωB97M-V functional and the def2-TZVPD basis) results for a 3-piece molecular cluster, C8H19FN2Si overall in a non-equilibrium geometry.

Computed properties:
- Gap between HOMO and LUMO (spin up / spin down): 8.594 / 7.664 eV
- Net charge: 0
- HOMO energy (spin up / spin down): -9.1 / -9.1 eV
- ΔE to the lowest compared entry with this formula, charge and spin: 21.88 kcal per mole

Geometry (Å):
H: -4.4305 0.7122 -1.9630
C: 1.7083 -2.6145 -0.1660
H: 1.0117 3.5427 -0.5651
C: -3.3879 0.6688 -1.6454
H: 2.0439 0.2501 2.0019
H: 1.1075 -2.1225 0.6013
C: 2.8533 0.5192 1.3336
H: -1.1346 0.4118 -0.1241
C: 1.9182 -4.0786 0.1353
N: 2.1446 -2.0289 -1.1452
H: 2.5424 -4.5407 -0.6243
Si: 2.1858 1.3538 -0.2432
H: -1.9159 0.3612 1.4734
H: 3.4009 -0.3777 1.0690
H: 2.1750 3.6461 0.7530
H: 2.3891 -4.1735 1.1122
H: -2.8825 -0.1114 -2.2199
C: 1.4112 3.0248 0.2982
H: -2.9054 1.6175 -1.8752
H: 3.5247 1.1893 1.8611
H: 0.6117 2.8648 1.0105
F: 3.5163 1.8005 -1.0707
C: -1.9884 0.7541 0.4613
H: -4.1959 -0.4173 1.5454
C: -3.2826 0.3682 -0.1805
H: -5.2133 -0.4473 0.0266
H: -1.9206 1.8420 0.5149
H: 0.9473 -4.5685 0.1639
H: 1.0275 0.3014 -2.0155
N: 1.0148 0.4452 -1.0179
C: -4.2767 -0.1929 0.4943

DFT (the ωB97M-V functional and the def2-TZVPD basis) results for a 3-piece molecular cluster, C8H19N overall in a non-equilibrium geometry.

Computed properties:
- Gap between HOMO and LUMO: 9.260 eV
- Net charge: 0
- HOMO energy: -8.2 eV
- ΔE to the lowest compared entry with this formula, charge and spin: 55.87 kcal per mole
- SMILES: C=CC.C=CC.CNC

Geometry (Å):
C: -2.1838 1.2090 -0.8523
H: -1.5880 3.1534 -1.4826
H: -1.0197 1.8464 -2.5321
C: 2.9353 -0.0879 1.3196
C: 1.6284 0.1301 2.0064
H: -0.3201 -0.1397 0.1660
H: -1.0124 -1.9182 1.5289
C: -0.6617 -2.1304 0.5204
H: -2.6360 0.0074 -2.5127
H: 3.7196 -0.2892 2.0478
H: -1.5349 -2.2962 -0.1279
C: 0.6361 -1.2004 -1.2898
C: -2.8000 0.2147 -1.4665
H: 1.3160 2.1381 1.4490
H: 1.3366 -0.6579 2.6891
H: 0.1319 1.4566 2.6839
H: -2.4044 1.4230 0.1871
H: 2.8595 -0.9564 0.6680
H: 1.2802 -2.0799 -1.3419
C: -1.2052 2.1324 -1.4990
N: 0.1781 -1.0374 0.0750
H: -0.1835 -1.3352 -2.0106
H: -0.2616 2.1276 -0.9526
H: -0.0694 -3.0468 0.5376
C: 0.9629 1.2901 2.0171
H: -3.5269 -0.4046 -0.9670
H: 1.2117 -0.3227 -1.5778
H: 3.2116 0.7739 0.7169

DFT (the ωB97M-V functional and the def2-TZVPD basis) results for one molecule with the formula C8H19N in a non-equilibrium geometry.

Computed properties:
- Gap between HOMO and LUMO: 8.735 eV
- Net charge: 0
- HOMO energy: -7.9 eV
- ΔE to the lowest compared entry with this formula, charge and spin: 41.80 kcal per mole
- SMILES: CC(C)(C)CC(C)(C)N

Geometry (Å):
H: -0.1372 1.5308 -2.9634
H: -2.8559 -0.8902 1.7440
H: 1.6950 1.7277 0.3593
C: 0.9409 0.2298 -0.9925
C: 1.9970 0.7683 -0.0502
H: 0.6107 -1.4755 -2.0867
H: 2.1768 0.0782 0.7728
H: -0.7370 -2.2454 1.9935
H: -2.8836 0.4838 0.6368
C: -0.4693 0.4506 -0.6396
H: 0.5210 0.5996 2.2599
C: 0.8156 1.3836 -2.4595
H: -1.1506 -0.0112 -1.3498
H: 2.9311 0.8912 -0.5967
C: -0.9068 -0.3697 0.9271
H: 1.2034 2.3454 -2.1319
H: -2.7146 -1.1577 0.0097
H: 1.4871 0.9626 -3.2045
N: 1.2940 -1.0331 -1.4892
H: -0.9408 1.5427 1.9494
H: 1.8476 -1.6330 -0.8988
H: -0.5110 -2.4013 0.2641
H: 0.7723 -1.7098 1.2936
C: -2.4240 -0.4883 0.8212
C: -0.5536 0.5336 2.1000
H: -0.9975 0.1564 3.0283
H: -0.7078 1.4829 -0.4125
C: -0.3026 -1.7519 1.1158

DFT (the ωB97M-V functional and the def2-TZVPD basis) results for a 2-piece molecular cluster, C8H19N4O2 overall in a non-equilibrium geometry.

Computed properties:
- Gap between HOMO and LUMO (spin up / spin down): 7.712 / 7.708 eV
- Net charge: +1
- HOMO energy (spin up / spin down): -12.9 / -12.9 eV
- ΔE to the lowest compared entry with this formula, charge and spin: 124.41 kcal per mole

Geometry (Å):
H: 1.4992 1.3421 0.9051
N: -3.0598 0.7976 1.8508
H: 5.0898 0.6875 1.7132
C: 2.0663 1.2383 0.0283
C: -2.1494 -0.0384 -1.3987
H: -3.3066 0.7781 2.8377
O: -3.9617 -1.3793 -1.2756
H: -0.2862 -2.5494 -1.4249
H: 0.5295 -1.4944 -2.5877
C: 4.1048 1.2634 1.5478
H: 3.4708 1.5434 2.3890
H: -0.0861 -0.6697 0.3669
H: -2.5806 -1.8062 2.3447
C: -0.2339 -1.4767 -1.6472
C: 3.2308 0.5443 0.4451
H: 0.3236 1.2650 -1.3742
H: 1.2445 -1.3584 -0.4030
C: -2.5448 -0.1374 1.0894
C: 0.4830 -0.7104 -0.5609
H: -1.6976 -1.9451 0.7932
H: 3.9907 0.3595 -0.3238
H: 1.8253 0.3568 -1.8237
N: -1.5905 -1.0948 -1.8903
H: -3.4211 1.6544 1.3680
H: -1.6309 0.8758 -1.0738
H: 4.4531 2.3069 1.2892
H: 2.9855 -0.4318 0.9090
H: 2.3805 2.2135 -0.3291
N: -3.6045 -0.2213 -1.1893
O: -4.2995 0.7378 -0.9245
N: -2.2126 -1.3456 1.5102
C: 1.1546 0.5799 -0.9905
H: -2.1662 -1.8855 -2.1702

DFT (the ωB97M-V functional and the def2-TZVPD basis) results for a 2-piece molecular cluster, C8H19NO overall in a non-equilibrium geometry.

Computed properties:
- Gap between HOMO and LUMO: 9.980 eV
- Net charge: 0
- HOMO energy: -9.1 eV
- ΔE to the lowest compared entry with this formula, charge and spin: 65.65 kcal per mole
- SMILES: CCN(C)C(C)=O.CCC

Geometry (Å):
H: -1.5901 2.4907 -1.2443
H: -1.6501 0.4117 1.7530
H: -3.0439 -2.5528 0.9209
H: -1.2759 0.8111 0.1031
C: 0.3411 3.2879 -0.7643
H: 1.0595 3.8661 -1.3379
H: 0.7483 2.5854 -0.0511
H: -0.8022 1.0843 -3.2144
H: -0.5987 3.2317 -2.5924
O: 1.7405 -2.0422 1.0501
H: -1.2178 -1.8083 2.5033
C: 2.0218 -0.0613 -0.1944
H: -1.8264 -3.4598 0.2188
H: 1.4185 0.8219 -0.2913
H: -0.1823 3.9817 -0.1058
C: 1.1667 -1.0490 0.6201
H: 0.7193 1.2857 -2.9087
C: -0.8443 0.4182 1.0324
H: -1.6855 -2.0943 -0.4577
N: -0.1549 -0.8565 0.8927
H: -0.0904 1.1918 1.2021
H: 2.5125 -0.6100 -0.9879
C: -0.6397 2.5862 -1.7414
H: -0.2031 -2.7127 1.6079
H: 2.8537 -0.0495 0.5118
C: -0.2034 1.2320 -2.3079
C: -0.9577 -1.9506 1.4558
C: -2.0485 -2.4119 0.5172
H: -0.0677 0.4246 -1.6040

DFT (the ωB97M-V functional and the def2-TZVPD basis) results for a 2-piece molecular cluster, C8H19NO overall in a non-equilibrium geometry.

Computed properties:
- Gap between HOMO and LUMO: 10.334 eV
- Net charge: 0
- HOMO energy: -9.6 eV
- ΔE to the lowest compared entry with this formula, charge and spin: 67.62 kcal per mole
- SMILES: CC(C)(C)C.CNC(C)=O

Geometry (Å):
C: -2.2756 1.7238 -0.1853
O: -1.8889 -0.6534 -0.0446
H: -4.6788 -1.6621 -1.1391
H: -4.5896 0.8590 -0.0537
C: 3.4403 0.1966 1.0749
H: 1.2572 -0.9956 1.5788
H: -5.4560 -1.3523 0.7156
H: 0.7449 0.7584 1.1768
H: 1.4552 0.6569 -1.6184
H: 3.0883 -2.3240 -0.2364
H: 3.1171 -0.4543 2.1445
C: 2.2763 1.0260 -0.9642
H: 1.9340 -1.8947 -1.4218
H: 0.2842 -0.6277 0.0549
H: -3.2222 2.2089 0.1603
H: -1.5258 1.9938 0.5415
N: -4.0274 0.0778 0.1753
C: 2.4675 -0.1960 0.0239
H: -3.6636 -1.8666 0.4684
H: -1.8532 1.9608 -1.1745
H: 3.2103 1.2836 -1.5940
H: 3.5201 -1.0894 -1.6511
H: 3.1600 1.2299 1.3963
C: -4.5219 -1.2240 0.0575
C: 1.0843 -0.2226 0.7671
H: 1.9256 1.8145 -0.2669
C: 2.7807 -1.4807 -0.8158
H: 4.6397 -0.0486 0.8845
C: -2.6827 0.3019 -0.0547

DFT (the ωB97M-V functional and the def2-TZVPD basis) results for a 2-piece molecular cluster, C8H19NO overall in a non-equilibrium geometry.

Computed properties:
- Gap between HOMO and LUMO: 9.929 eV
- Net charge: 0
- HOMO energy: -9.2 eV
- ΔE to the lowest compared entry with this formula, charge and spin: 115.98 kcal per mole
- SMILES: CNC(C)=O.CCCCC

Geometry (Å):
H: 1.6691 -3.7701 -1.0751
C: -0.4905 1.7041 2.1688
H: -4.2094 -0.2375 0.3698
H: 3.7475 0.3035 -2.5831
C: -1.9570 -0.0810 1.2510
H: -2.4530 -0.3033 -0.7743
H: 0.2390 0.9213 2.3024
O: 2.2769 -1.4696 -0.3847
H: -2.2230 2.0001 0.8739
C: -1.2101 1.3508 1.0193
H: 0.0647 -3.3157 -2.0078
H: 0.8689 2.8005 3.2968
C: -3.1184 -0.5624 0.1901
H: -2.6188 0.1222 2.2609
H: 2.1253 0.8090 -2.8116
H: 2.7083 0.8705 -1.1004
C: 0.3047 3.0520 2.3859
N: 1.4617 -1.9994 -2.4304
C: 1.1373 -3.3635 -2.1256
C: 2.0999 -1.0616 -1.5730
C: 2.7048 0.2556 -2.0003
H: 0.9261 3.3786 1.6210
H: -0.5419 1.2311 0.0486
H: -0.4593 3.8282 2.7295
H: -1.1565 1.4369 3.0241
H: 1.2208 -3.9253 -3.2638
H: -3.1692 -1.7311 0.3583
H: 1.1511 -1.4732 -3.3363
H: -1.0992 -0.7707 1.5659

DFT (the ωB97M-V functional and the def2-TZVPD basis) results for a 2-piece molecular cluster, C8H19NO3P overall in a non-equilibrium geometry.

Computed properties:
- Gap between HOMO and LUMO: 1.782 eV
- Net charge: -1
- HOMO energy: -0.5 eV
- ΔE to the lowest compared entry with this formula, charge and spin: 272.15 kcal per mole

Geometry (Å):
O: 2.7879 -5.6140 1.8645
C: -1.4571 -0.1576 -0.7668
P: 1.1294 1.0265 -0.9863
H: 2.0609 -0.7137 0.3996
C: -0.7383 1.2070 -0.9637
O: -2.6543 -0.0919 0.0073
H: -3.9418 0.9903 -1.2497
H: 1.2460 3.1981 -2.0428
H: 1.4894 3.4470 -0.3048
H: 1.2742 -3.5220 2.1788
C: 1.6636 0.2963 0.6355
H: 2.5046 0.8634 1.0689
H: 2.8283 -3.0194 1.5979
H: -1.6866 -0.5454 -1.7661
H: -0.9983 1.5759 -1.9630
H: 0.8806 0.2580 1.3967
C: -3.4452 1.0354 -0.2693
H: -0.7884 -0.8568 -0.2474
C: 2.2136 -4.9743 0.8453
H: 2.8171 2.8211 -1.3735
H: -0.8003 3.1165 -0.0629
H: -2.9539 3.1032 -0.9043
C: 1.8633 -3.4429 1.2397
H: -1.0835 1.8084 0.9720
H: 2.8162 -4.8893 -0.0884
H: -3.0684 2.8540 0.8341
H: -4.2516 1.0231 0.4692
C: 1.7495 2.7951 -1.1490
C: -2.7220 2.4001 -0.1040
N: -1.2575 2.1973 0.0352
H: 1.2504 -5.3953 0.4760
O: 1.2719 -2.7941 0.2212

DFT (the ωB97M-V functional and the def2-TZVPD basis) results for a 2-piece molecular cluster, C8H19O3 overall in a non-equilibrium geometry.

Computed properties:
- Gap between HOMO and LUMO (spin up / spin down): 9.195 / 9.838 eV
- Net charge: 0
- HOMO energy (spin up / spin down): -8.2 / -9.3 eV
- Spin multiplicity: 2
- ΔE to the lowest compared entry with this formula, charge and spin: 11.09 kcal per mole

Geometry (Å):
H: -0.1684 1.5257 -2.9156
C: 4.0363 0.2838 2.3659
C: 2.8659 -1.2055 0.9868
C: -1.2281 1.6397 1.0896
H: -0.4195 0.8929 1.0964
C: -0.2435 1.2670 -1.8419
C: -0.7961 -2.4206 -2.4912
H: -1.3174 -0.5992 -3.5283
H: 3.2988 0.1882 3.1827
H: 1.8736 -2.3665 -0.5995
H: 2.0906 -1.3515 1.7622
O: -0.3549 -0.1184 -1.6212
H: -1.7255 -2.4773 -1.9077
C: 2.2694 -1.3779 -0.3608
H: -2.3035 1.6273 -1.2468
H: -1.2334 2.1746 2.0473
H: 4.4490 1.3001 2.3776
O: -1.0358 2.5962 0.0733
C: -1.3255 2.1426 -1.2278
H: -1.4248 3.0373 -1.8604
H: 3.6470 -1.9788 1.1667
C: -0.5139 -0.9909 -2.8819
H: 0.0132 -2.8299 -1.8715
H: -2.1893 1.1111 0.9658
O: 3.4391 0.0748 1.1137
H: 2.7657 -0.8960 -1.2063
H: -0.8932 -3.0493 -3.3890
H: 4.8526 -0.4383 2.5472
H: 0.7309 1.5605 -1.4243
H: 0.4233 -0.8899 -3.4570

DFT (the ωB97M-V functional and the def2-TZVPD basis) results for C8H19O5PS as an isolated structure in a non-equilibrium geometry.

Computed properties:
- Gap between HOMO and LUMO: 2.111 eV
- Net charge: -2
- HOMO energy: 2.0 eV

Geometry (Å):
H: -1.5653 -1.6794 -0.4654
H: -0.7636 1.2467 0.2427
H: -3.3014 -3.5946 -0.9187
O: 2.1242 0.2633 -1.8086
C: 4.3288 2.2022 0.3418
C: 4.2887 2.1377 -1.2263
H: 3.6589 1.4872 0.8501
H: -3.3321 -3.4131 1.5901
C: -1.3031 0.2779 0.3559
C: -0.8575 -0.8262 -0.6358
O: -3.6394 -1.5348 0.6727
C: -4.2656 -3.6850 -0.3458
H: -2.3678 0.5031 0.1228
H: -1.0754 -1.3060 1.9168
H: 0.5961 3.2596 -1.4416
H: -2.3408 -0.0677 2.2343
H: -1.0340 -0.4932 -1.6833
C: -1.3197 -0.2349 1.8421
O: 2.7705 -0.8730 0.3852
P: 2.5564 1.9040 -1.9594
O: 0.4796 -1.3552 -0.4118
H: 5.0039 1.4072 -1.6571
H: -4.9896 -2.9051 1.5409
O: -4.6725 -4.9494 -0.0618
H: 5.3676 1.9295 0.6522
H: 1.2948 2.6070 0.1478
H: -4.9601 -3.0763 -0.9798
S: 1.6122 -0.1690 -0.2582
H: 2.0784 3.9483 -0.7074
C: 1.5001 3.0058 -0.8616
H: 4.6265 3.1367 -1.5949
C: -4.0380 -2.8088 0.9648
H: -0.6374 0.4204 2.4400
H: 4.1767 3.2349 0.7174

DFT (the ωB97M-V functional and the def2-TZVPD basis) results for one molecule with the formula C8H19OP in a non-equilibrium geometry.

Computed properties:
- Gap between HOMO and LUMO: 10.658 eV
- Net charge: 0
- HOMO energy: -9.8 eV
- ΔE to the lowest compared entry with this formula, charge and spin: 0.00 kcal per mole
- SMILES: CC[C@@H](C)[P@@H](=O)[C@@H](C)CC

Geometry (Å):
C: 1.6100 -3.3109 -0.7393
H: -2.4126 3.1648 1.4052
H: 1.1143 -0.6808 -2.4761
H: -2.3760 2.4976 -0.5267
H: 3.1596 -2.1032 0.1107
H: -0.2238 1.1303 2.2566
H: -2.0582 0.7571 2.2459
H: 1.7995 0.0308 0.3908
H: -1.8952 2.9739 3.0961
H: 1.6248 0.8340 -1.7483
C: -2.1227 1.4769 -0.7605
H: 2.1611 -3.2944 -1.6897
H: -3.0731 0.9279 -0.5831
C: -1.0211 1.0572 0.0957
H: 0.5855 -3.1172 -0.9966
O: -1.0536 -1.5802 0.8342
H: 2.7569 -0.4027 -1.9424
H: -0.2837 1.8052 -0.0342
H: 1.6986 -4.2307 -0.2139
P: -0.4572 -0.6977 -0.1644
C: 1.9887 -2.1431 0.1225
H: -0.9816 -1.0215 -1.4679
H: 1.6279 -2.2517 1.1160
C: -1.2274 1.3745 1.6995
C: -1.5602 2.8408 2.0406
C: 1.7555 -0.2641 -1.7268
H: -1.8268 1.4747 -1.8359
H: -0.6673 3.5135 1.7872
C: 1.3581 -0.7609 -0.2953